No. 1
Computed, not measured: 7 unconnected molecules or ions with the total composition C40H54BrF6O21PS at a distorted geometry, with ωB97M-V/def2-TZVPD.

Geometry as XYZ:
```
124
Properties=species:S:1:pos:R:3:forces:R:3
C -1.1850 5.0011 8.9501 -0.04 0.14 -0.31
C -2.2842 5.0362 7.8790 -0.10 -0.20 1.05
C -3.6969 4.7587 8.4655 0.56 0.01 -1.01
C -4.4841 3.6826 7.7013 -0.16 -0.10 0.43
C -4.5613 2.3254 8.4223 0.59 0.48 -0.31
C -3.5139 1.3275 7.9292 -0.29 -0.32 -0.33
C -4.0822 0.2519 7.0046 0.21 -0.44 0.72
C -3.0187 -0.7990 6.6573 0.38 0.49 -0.67
C -2.7077 -0.8935 5.1532 -0.89 -0.35 0.53
C -3.7086 -1.8058 4.4084 0.43 0.00 0.58
C -3.0928 -2.8794 3.5166 -0.07 0.49 -0.52
C -1.9052 -2.4517 2.6447 -0.42 -0.28 -0.38
C -2.2222 -1.8809 1.2903 -0.06 0.14 -0.05
C -1.4560 -2.0702 0.2086 -0.20 -0.03 -0.07
C -0.1859 -2.8395 0.1437 0.08 -0.17 -0.32
C 1.0065 -1.9435 0.4477 -0.73 0.22 -0.19
O 1.2103 -1.1324 -0.6972 0.16 -0.34 0.09
C 2.5378 -0.7089 -0.8895 0.43 0.48 -0.63
C 2.7974 -0.6558 -2.3832 -0.42 -0.37 0.38
C -1.8565 -1.4244 -1.0762 -0.01 -0.12 -0.80
O -1.7158 -1.9485 -2.1660 0.10 0.52 0.77
C -2.4375 -0.0481 -0.9308 0.10 0.19 0.60
P -2.1310 1.2354 -2.1733 -1.52 -0.13 -0.61
S -3.7480 1.6052 -3.2130 0.35 0.13 0.04
C -3.1872 0.1425 0.1654 0.31 0.43 -0.69
Br -3.9814 1.7830 0.6305 0.01 -0.33 -0.05
C -3.4289 -1.0289 1.0738 -1.07 -0.31 0.45
O -4.5388 -1.2596 1.5206 1.10 0.42 -0.35
H -0.3879 5.6986 8.7209 0.22 0.14 -0.07
H -1.5872 5.2786 9.9166 -0.01 0.05 0.28
H -0.7281 4.0218 9.0230 -0.01 -0.29 0.18
H -2.0644 4.2763 7.1418 0.11 0.07 -0.47
H -2.2741 6.0234 7.4383 -0.03 0.10 -0.47
H -3.5772 4.4910 9.5070 -0.24 -0.05 0.31
H -4.2537 5.6847 8.3911 -0.16 0.23 0.34
H -4.0244 3.5225 6.7321 0.02 0.06 -0.35
H -5.4811 4.0614 7.5074 -0.28 -0.02 -0.02
H -4.3770 2.5001 9.4749 -0.26 0.02 0.35
H -5.5556 1.9145 8.3103 -0.25 -0.26 0.06
H -3.0670 0.8063 8.7679 0.20 -0.08 0.25
H -2.7073 1.8224 7.3916 0.22 0.27 0.09
H -4.8705 -0.2348 7.5706 -0.44 -0.03 -0.12
H -4.5141 0.6967 6.1147 -0.16 0.07 -0.23
H -2.0902 -0.5108 7.1430 0.16 0.03 0.28
H -3.2693 -1.7863 7.0291 -0.14 -0.19 0.15
H -1.6868 -1.2417 5.0659 0.25 -0.04 -0.31
H -2.8157 0.1093 4.7537 0.52 0.28 -0.24
H -4.4203 -1.1983 3.8694 -0.12 0.09 -0.29
H -4.2830 -2.3230 5.1703 -0.27 -0.17 0.10
H -3.8650 -3.2319 2.8423 -0.21 -0.25 -0.03
H -2.7834 -3.7387 4.0972 0.19 -0.10 0.34
H -1.2433 -1.7501 3.1436 0.09 0.14 0.23
H -1.3158 -3.3339 2.4639 0.34 -0.22 0.02
H -0.0525 -3.1578 -0.8850 0.00 -0.26 -0.18
H -0.1916 -3.7261 0.7639 -0.01 -0.06 0.35
H 1.8675 -2.5684 0.6587 0.36 0.04 0.08
H 0.7629 -1.2880 1.2816 0.29 -0.09 0.46
H 2.7156 0.2851 -0.4813 -0.16 0.18 0.41
H 3.2530 -1.3880 -0.4306 0.00 -0.21 0.33
H 1.8709 -0.3411 -2.8461 -0.08 0.29 -0.34
H 3.0073 -1.6554 -2.7396 0.10 -0.15 -0.25
H 3.6114 0.0079 -2.6372 0.23 0.13 -0.13
H -1.6736 2.3222 -1.4170 0.31 -0.10 0.07
H -1.0629 0.8095 -2.9704 0.27 -0.11 0.39
O 6.0004 3.6558 -3.8789 0.12 -0.03 -0.04
C 4.8551 3.4778 -4.1138 -0.05 0.08 -0.08
O 3.9339 4.4496 -4.2884 -0.10 -0.15 0.02
C 2.6995 3.8356 -4.6981 -0.04 0.24 0.01
C 2.8669 2.4317 -4.1694 0.07 -0.09 -0.26
F 2.2603 1.5030 -4.9472 0.10 0.01 0.03
O 4.2710 2.2472 -4.2315 -0.09 0.02 0.28
H 2.6230 3.8498 -5.7822 -0.02 -0.12 -0.03
H 1.8486 4.3602 -4.2765 0.11 0.12 0.07
H 2.5363 2.2929 -3.1377 -0.07 -0.08 -0.02
O 0.2570 3.7790 -6.3879 0.15 -0.16 0.05
C -0.8823 3.6252 -6.6866 -0.14 0.02 -0.18
O -1.7504 4.6363 -6.8770 -0.08 -0.06 0.04
C -2.9789 4.0841 -7.3669 -0.25 0.19 -0.08
C -2.8961 2.6582 -6.8753 0.01 -0.02 -0.27
F -3.5004 1.7969 -7.7317 0.14 -0.10 0.07
O -1.4897 2.4222 -6.8742 -0.06 0.24 0.33
H -2.9909 4.1332 -8.4545 0.00 -0.17 -0.02
H -3.8343 4.6225 -6.9678 0.16 0.10 0.16
H -3.2900 2.4960 -5.8718 0.00 -0.14 0.00
O -3.0032 2.8868 -10.4431 0.03 0.14 0.02
C -3.4967 1.8816 -10.8249 0.06 -0.08 0.10
O -2.8362 0.9023 -11.4841 -0.15 -0.09 -0.02
C -3.7315 -0.2025 -11.6545 0.14 -0.11 -0.12
C -5.0818 0.4705 -11.5475 -0.01 -0.06 0.26
F -6.0141 -0.3356 -10.9862 0.05 0.07 0.02
O -4.8096 1.5535 -10.6757 0.02 0.09 -0.31
H -3.5829 -0.9208 -10.8476 -0.12 0.02 0.06
H -3.5649 -0.6900 -12.6109 0.12 0.15 -0.04
H -5.4717 0.8582 -12.4901 -0.10 -0.05 0.01
O 6.6593 -5.9679 -3.0240 0.03 -0.07 0.14
C 6.1415 -5.1139 -3.6539 -0.12 0.00 0.01
O 5.4255 -5.2994 -4.7856 0.00 0.16 0.00
C 4.8459 -4.0446 -5.1646 -0.05 -0.09 -0.17
C 5.7668 -3.0589 -4.4816 -0.21 0.07 0.20
F 5.1092 -1.9454 -4.0771 0.12 -0.05 0.00
O 6.1916 -3.7817 -3.3385 0.19 -0.04 -0.24
H 3.8307 -3.9776 -4.7715 0.03 0.10 0.08
H 4.8239 -3.9385 -6.2452 0.11 -0.17 -0.01
H 6.6378 -2.7681 -5.0707 -0.02 0.14 0.03
O 8.2779 0.1252 1.7226 0.02 0.08 0.12
C 7.8083 -0.8433 1.2422 0.10 -0.17 0.00
O 8.4876 -1.7688 0.5169 -0.24 0.02 0.05
C 7.6040 -2.8637 0.2467 0.29 -0.15 -0.23
C 6.2565 -2.2036 0.3682 -0.15 -0.07 0.27
F 5.3117 -3.0633 0.8477 -0.07 0.08 0.02
O 6.4826 -1.1945 1.3296 0.13 0.07 -0.31
H 7.7484 -3.6421 0.9972 -0.16 0.03 0.07
H 7.7829 -3.2834 -0.7398 0.14 0.17 -0.04
H 5.8912 -1.7502 -0.5554 -0.15 -0.11 0.01
O 0.4911 -4.5067 3.2386 -0.04 -0.25 0.09
C 1.5244 -4.0395 3.5785 0.00 0.11 0.02
O 1.8394 -2.7284 3.4413 0.20 -0.06 0.16
C 3.1167 -2.5114 4.0570 0.02 0.32 -0.11
C 3.7102 -3.8984 4.0316 0.04 -0.09 0.21
F 4.5205 -4.1242 5.0917 -0.10 -0.06 -0.04
O 2.5597 -4.7277 4.1284 0.02 0.15 -0.30
H 2.9801 -2.1550 5.0786 0.02 -0.12 0.05
H 3.6955 -1.7833 3.4944 -0.12 -0.03 -0.14
H 4.2447 -4.1402 3.1115 0.11 -0.04 0.08
```
Positions in Å, forces in eV/Å.

- lowest unoccupied orbital energy (Eh) = -0.0481
- SMILES string = CCCCCCCCCCCCC1=C(CCOCC)C(=O)C([PH2]=S)=C(Br)C1=O.O=C1OC[C@@H](F)O1.O=C1OC[C@@H](F)O1.O=C1OC[C@@H](F)O1.O=C1OC[C@@H](F)O1.O=C1OC[C@@H](F)O1.O=C1OC[C@@H](F)O1
- HOMO energy (eV) = -8.98
- Kohn-Sham gap (eV) = 7.668
- net charge = 0

No. 2
Computed, not measured: a molecular structure, C20H23FIrNSiTe at a distorted geometry, with ωB97M-V/def2-TZVPD.

Geometry as XYZ:
```
48
Properties=species:S:1:pos:R:3:forces:R:3
Ir 0.0785 0.4274 0.2725 -0.03 0.47 -0.84
C -1.2132 -0.8902 1.5364 -0.22 0.30 -0.18
C -1.2975 0.4217 2.1263 -0.29 0.11 -0.01
C -0.3769 0.4510 3.2001 0.05 0.06 0.01
C 0.2744 -0.7870 3.2716 -0.07 -0.26 -0.16
C -0.2196 -1.6062 2.2595 0.27 -0.09 0.22
H -1.9912 -1.3491 0.9452 0.05 0.02 -0.14
H -2.1265 1.1076 2.0196 0.12 0.03 -0.16
H -0.2383 1.2727 3.8815 0.05 0.18 -0.02
H 1.0290 -1.0697 3.9823 0.15 0.01 0.06
H 0.0562 -2.6321 2.0919 0.10 -0.09 -0.15
C -2.6709 0.3558 -3.8942 0.24 0.06 0.71
Si -2.1759 0.1128 -2.0640 -0.48 -0.40 -0.14
C -1.8118 -1.7412 -1.7764 -0.25 0.64 0.06
C -3.6192 0.7845 -0.9962 0.58 -0.46 -0.35
N -0.6923 0.9407 -1.6577 0.08 -1.14 1.78
C -0.2264 1.9321 -2.4729 0.63 1.01 -0.65
C -1.0536 2.9527 -2.9780 0.24 -0.32 0.23
C -0.5958 3.8763 -3.8934 -0.06 0.21 -0.22
C 0.7167 3.8473 -4.3393 -0.06 -0.05 0.12
C 1.5775 2.8892 -3.8286 0.00 0.04 -0.04
C 1.1015 1.9682 -2.9266 -0.03 -0.31 0.24
F 1.9673 1.0123 -2.4737 -0.31 0.27 -0.34
H -3.1290 -0.5430 -4.2915 -0.09 -0.27 0.01
H -1.8134 0.5961 -4.5123 0.23 0.01 -0.13
H -3.3884 1.1619 -4.0059 -0.12 0.19 0.00
H -2.6846 -2.2524 -1.3847 -0.23 -0.21 0.09
H -0.9847 -1.8936 -1.0853 0.02 0.05 0.06
H -1.5352 -2.2247 -2.7070 0.03 -0.01 -0.27
H -4.5760 0.4007 -1.3369 -0.18 -0.13 -0.10
H -3.6624 1.8675 -1.0527 0.06 0.23 -0.09
H -3.5159 0.5251 0.0523 0.06 -0.10 0.24
H -2.0751 2.9806 -2.6302 -0.14 0.06 0.00
H -1.2749 4.6261 -4.2756 -0.03 0.04 0.00
H 1.0640 4.5531 -5.0762 0.06 0.11 -0.03
H 2.6101 2.8402 -4.1322 0.15 -0.06 -0.05
Te 2.6008 1.1007 0.3680 -0.43 -0.34 0.42
C 3.5601 0.4197 2.1433 -0.24 0.13 -0.13
C 4.7357 -0.3043 1.9991 -0.07 0.00 -0.38
C 5.4037 -0.7839 3.1078 0.15 -0.07 0.19
C 4.9099 -0.5387 4.3784 0.00 -0.05 0.01
C 3.7510 0.2034 4.5280 0.04 0.07 0.12
C 3.0870 0.6936 3.4174 -0.13 0.13 -0.07
H 5.1254 -0.4983 1.0089 0.05 -0.06 -0.05
H 6.3142 -1.3494 2.9825 0.09 -0.07 -0.03
H 5.4267 -0.9186 5.2470 0.05 -0.03 0.06
H 3.3643 0.4088 5.5158 -0.03 0.04 0.08
H 2.1940 1.2851 3.5425 -0.08 0.04 0.02
```
Positions in Å, forces in eV/Å.

- lowest unoccupied orbital energy (spin up / spin down) (Eh) = 0.0241 / -0.0678
- HOMO energy (spin up / spin down) (eV) = -7.47 / -7.78
- spin multiplicity = 5
- Kohn-Sham gap (spin up / spin down) (eV) = 8.122 / 5.938
- net charge = 0
- energy relative to the best compared isomer or geometry (same formula, charge and spin) (kcal per mole) = 11.3

No. 3
Computed, not measured: 2 unconnected molecules or ions with the total composition C5H13NS at a distorted geometry, with ωB97M-V/def2-TZVPD.

Geometry as XYZ:
```
20
Properties=species:S:1:pos:R:3:forces:R:3
C 2.0072 -0.6855 0.0768 -2.06 -1.85 -1.36
C 1.3768 0.4478 -0.6715 -0.06 1.35 -2.37
C 0.7115 1.2745 0.3456 -1.52 3.71 -1.42
C -0.6941 1.6465 0.4407 3.28 0.68 1.39
S -1.3244 -1.5829 0.4802 -0.41 0.77 -0.22
C -2.9701 -0.7493 0.2779 0.56 2.11 -0.77
N 2.4211 1.1349 -1.4938 -0.18 1.35 1.21
H 1.0879 -1.2993 0.3024 1.49 -0.19 0.36
H 2.5082 -0.3155 0.9249 0.55 0.33 1.23
H 2.7282 -1.2096 -0.5705 -0.52 -0.07 0.19
H 0.5763 0.2778 -1.4122 0.34 -1.28 0.33
H -0.3975 0.3580 0.5497 -2.80 -1.85 0.23
H 1.3378 1.9886 0.7871 1.45 -0.08 2.64
H -1.1120 2.3101 -0.3269 -0.98 -2.20 -1.01
H -1.0393 2.0601 1.4330 0.97 -0.54 -0.92
H -2.9928 -0.0738 1.1691 -0.69 -0.56 -0.64
H -3.9311 -1.3273 0.1726 1.34 0.26 0.17
H -2.8561 -0.0121 -0.6309 -0.59 -1.50 1.48
H 3.3589 0.8892 -1.1886 -0.12 -0.38 0.09
H 2.3868 2.1310 -1.2523 -0.04 -0.07 -0.62
```
Positions in Å, forces in eV/Å.

- lowest unoccupied orbital energy (Eh) = -0.0774
- HOMO energy (eV) = -7.02
- Kohn-Sham gap (eV) = 4.912
- net charge = 0
- energy relative to the best compared isomer or geometry (same formula, charge and spin) (kcal per mole) = 159.4

Q: Which molar mass values were calculated for the entries above? A: 1127.8 644.3 119.2, in g mol⁻¹.